Entry 1:
{
  "formula": "C30H51BrMgN4P2",
  "method": "wB97M-V/def2-TZVPD",
  "symbols": ["C", "C", "C", "C", "N", "C", "C", "C", "C", "C", "C", "C", "C", "C", "Mg", "P", "H", "H", "H", "H", "H", "H", "H", "H", "C", "C", "H", "H", "H", "H", "H", "C", "C", "H", "H", "H", "H", "H", "C", "C", "H", "H", "H", "H", "H", "Br", "P", "C", "C", "H", "H", "H", "H", "H", "C", "C", "H", "H", "H", "H", "H", "C", "C", "H", "H", "H", "H", "H", "C", "N", "C", "C", "N", "N", "C", "C", "H", "H", "H", "H", "H", "H", "H", "H", "H", "H", "H", "H", "H"],
  "coordinates": [[-0.638, 4.721, -1.964], [-0.699, 3.397, -2.468], [-0.858, 3.269, -3.862], [-0.982, 4.423, -4.662], [-0.906, 5.657, -4.156], [-0.730, 5.815, -2.839], [-0.754, 2.245, -1.601], [-0.458, 1.304, -0.804], [-0.242, 0.327, 0.244], [1.024, -0.182, 0.658], [1.158, -1.216, 1.591], [0.035, -1.947, 2.030], [-1.242, -1.403, 1.721], [-1.356, -0.263, 0.913], [-2.497, 1.311, -1.024], [3.833, -1.920, 0.809], [-0.883, 2.285, -4.327], [-0.537, 4.930, -0.899], [-1.178, 4.301, -5.738], [-0.691, 6.847, -2.455], [-2.371, 0.144, 0.699], [1.921, 0.263, 0.212], [-2.171, -1.790, 2.152], [2.163, -1.459, 2.005], [3.973, -3.496, 1.719], [4.319, -4.737, 0.910], [3.001, -3.637, 2.215], [4.709, -3.326, 2.514], [4.313, -5.607, 1.578], [3.589, -4.923, 0.114], [5.318, -4.676, 0.460], [3.835, -2.315, -0.976], [3.791, -1.073, -1.866], [2.946, -2.942, -1.163], [4.727, -2.930, -1.175], [3.890, -1.376, -2.915], [2.834, -0.546, -1.763], [4.607, -0.374, -1.644], [5.388, -1.028, 1.080], [6.649, -1.829, 0.806], [5.366, -0.693, 2.126], [5.357, -0.124, 0.458], [7.521, -1.188, 0.956], [6.753, -2.678, 1.487], [6.699, -2.202, -0.221], [0.157, -3.479, 3.030], [-2.778, -1.227, -2.096], [-1.115, -1.943, -1.953], [-0.909, -3.464, -2.069], [-0.748, -1.635, -0.970], [-0.493, -1.434, -2.710], [0.167, -3.646, -2.187], [-1.221, -3.984, -1.157], [-1.422, -3.896, -2.933], [-3.808, -1.945, -0.787], [-4.343, -3.357, -1.098], [-4.660, -1.266, -0.609], [-3.190, -1.964, 0.128], [-4.845, -3.750, -0.205], [-5.078, -3.340, -1.912], [-3.540, -4.052, -1.370], [-3.147, 0.356, -2.879], [-3.495, 0.214, -4.373], [-2.231, 0.992, -2.891], [-3.974, 0.852, -2.305], [-3.755, 1.209, -4.744], [-2.580, -0.119, -4.874], [-4.305, -0.499, -4.551], [0.899, 3.233, 2.361], [-0.320, 2.849, 3.054], [-0.250, 2.873, 4.491], [-1.526, 2.743, 2.408], [-1.739, 3.089, 1.164], [-2.588, 2.244, 3.116], [-2.420, 1.153, 4.058], [-3.843, 2.280, 2.391], [1.715, 3.128, 3.077], [0.888, 4.277, 2.014], [1.099, 2.564, 1.516], [-1.171, 3.285, 4.918], [-0.066, 1.868, 4.893], [0.595, 3.504, 4.777], [-0.847, 3.467, 0.791], [-2.291, 1.538, 5.079], [-3.328, 0.533, 4.062], [-1.569, 0.491, 3.809], [-3.857, 3.215, 1.833], [-3.925, 1.453, 1.676], [-4.670, 2.230, 3.096]],
  "relative_energy_kcal_mol": 78.9,
  "multiplicity": 1,
  "total_charge": 2,
  "energy_ha": -4848.81552,
  "homo_lumo_gap_ev": 4.8243
}

Entry 2:
{
  "formula": "C20H28F16IN2O2",
  "method": "wB97M-V/def2-TZVPD",
  "symbols": ["C", "C", "C", "C", "N", "C", "C", "C", "N", "C", "C", "C", "I", "H", "H", "H", "H", "H", "H", "H", "H", "H", "H", "H", "H", "H", "H", "H", "H", "H", "H", "H", "H", "C", "C", "C", "F", "F", "F", "F", "O", "C", "C", "F", "F", "F", "F", "H", "H", "H", "H", "C", "C", "C", "F", "F", "F", "F", "O", "C", "C", "F", "F", "F", "F", "H", "H", "H", "H"],
  "coordinates": [[-0.234, 0.443, 0.551], [-1.242, 1.390, 0.008], [-2.450, 1.068, -1.042], [-2.369, -0.572, -1.362], [-3.240, -0.975, -2.554], [-4.326, 0.037, -2.836], [-3.750, 1.595, -3.030], [-4.910, 2.569, -2.407], [-2.374, 1.744, -2.384], [-1.808, 3.138, -2.409], [-0.312, 3.283, -3.081], [0.805, 2.216, -2.555], [0.421, 5.290, -2.436], [-0.356, -0.714, 0.687], [0.804, 0.927, 0.890], [-1.145, 2.523, 0.373], [-3.461, 1.212, -0.459], [-2.707, -1.091, -0.361], [-1.257, -0.866, -1.684], [-2.602, -1.019, -3.404], [-4.894, -0.297, -3.814], [-5.101, 0.072, -1.932], [-3.639, 1.727, -4.210], [-5.986, 2.265, -2.790], [-4.937, 2.626, -1.237], [-4.683, 3.679, -2.781], [-1.729, 1.146, -2.984], [-2.518, 3.774, -3.131], [-1.878, 3.718, -1.367], [-0.361, 3.355, -4.268], [1.837, 2.417, -3.115], [0.463, 1.125, -2.885], [1.030, 2.240, -1.407], [-2.313, -2.680, 4.193], [-1.601, -2.255, 2.897], [-1.406, -3.360, 1.866], [-0.690, -4.403, 2.342], [-0.719, -2.891, 0.789], [-0.426, -1.653, 3.218], [-2.371, -1.274, 2.322], [-1.473, -3.036, 5.298], [-0.946, -4.363, 5.261], [0.568, -4.406, 5.029], [0.939, -3.715, 3.924], [0.999, -5.683, 4.849], [-1.647, -5.082, 4.351], [-1.243, -4.913, 6.472], [-2.863, -1.799, 4.548], [-3.090, -3.433, 4.015], [-2.365, -3.740, 1.503], [1.101, -3.979, 5.883], [4.118, -0.364, 0.535], [3.611, 0.021, -0.866], [4.640, -0.087, -1.986], [5.730, 0.684, -1.775], [4.105, 0.329, -3.165], [3.059, 1.261, -0.808], [2.574, -0.829, -1.163], [4.573, 0.709, 1.369], [5.905, 1.159, 1.111], [5.960, 2.566, 0.507], [5.196, 2.678, -0.606], [7.229, 2.889, 0.139], [6.539, 0.228, 0.359], [6.537, 1.150, 2.318], [3.256, -0.775, 1.074], [4.840, -1.189, 0.506], [4.972, -1.120, -2.122], [5.610, 3.309, 1.227]],
  "multiplicity": 1,
  "total_charge": 1,
  "energy_ha": -2933.95115,
  "homo_lumo_gap_ev": 9.5106
}

Entry 3:
{
  "formula": "C28H39ClN5O4SZr",
  "method": "wB97M-V/def2-TZVPD",
  "symbols": ["Zr", "C", "C", "C", "C", "C", "C", "C", "H", "H", "H", "H", "H", "H", "H", "H", "Cl", "C", "C", "C", "C", "O", "C", "C", "O", "C", "H", "H", "H", "H", "O", "C", "N", "C", "C", "C", "N", "C", "O", "N", "H", "H", "H", "H", "H", "H", "H", "C", "C", "C", "C", "N", "C", "S", "N", "C", "C", "C", "C", "H", "H", "H", "H", "H", "H", "H", "H", "H", "H", "H", "H", "H", "H", "H", "H", "H", "H", "H", "H"],
  "coordinates": [[0.452, 0.641, 0.163], [0.858, -1.080, 4.045], [1.555, -1.050, 2.715], [2.471, -0.039, 2.411], [3.115, 0.012, 1.179], [2.862, -0.974, 0.228], [1.958, -1.994, 0.524], [1.312, -2.026, 1.751], [1.402, -1.715, 4.747], [-0.152, -1.479, 3.954], [0.799, -0.082, 4.477], [2.683, 0.728, 3.140], [3.786, 0.831, 0.961], [3.348, -0.948, -0.735], [1.734, -2.746, -0.220], [0.589, -2.806, 1.949], [-6.627, -0.471, -2.417], [-5.124, -0.011, -1.688], [-4.857, 1.347, -1.462], [-3.672, 1.749, -0.895], [-2.691, 0.805, -0.537], [-1.567, 1.203, -0.008], [-2.981, -0.563, -0.748], [-2.044, -1.583, -0.364], [-0.908, -1.390, 0.081], [-4.203, -0.956, -1.326], [-5.602, 2.078, -1.750], [-3.456, 2.796, -0.728], [-2.381, -2.623, -0.486], [-4.405, -2.008, -1.486], [1.075, 2.004, -0.725], [1.809, 4.864, 3.544], [0.751, 3.869, 3.374], [-0.384, 3.892, 4.098], [-1.333, 2.941, 3.951], [-1.100, 1.931, 2.978], [0.005, 1.904, 2.242], [0.999, 2.843, 2.451], [2.091, 2.776, 1.926], [-2.013, 0.961, 2.796], [1.447, 5.642, 4.210], [2.067, 5.288, 2.578], [2.698, 4.398, 3.963], [-0.487, 4.710, 4.798], [-2.242, 2.963, 4.530], [-2.902, 1.058, 3.255], [-1.995, 0.442, 1.931], [-0.719, 1.652, -6.562], [-1.974, 1.664, -5.696], [-1.770, 1.181, -4.262], [-0.781, 1.996, -3.434], [0.627, 1.695, -3.707], [1.292, 0.670, -3.206], [0.531, -0.600, -2.290], [2.606, 0.579, -3.424], [3.425, 1.555, -4.136], [3.315, 1.496, -5.660], [3.979, 0.287, -6.316], [3.293, -1.052, -6.059], [-0.965, 1.849, -7.606], [-0.214, 0.683, -6.514], [-0.003, 2.418, -6.256], [-2.731, 1.029, -6.162], [-2.395, 2.674, -5.678], [-1.455, 0.134, -4.251], [-2.728, 1.218, -3.739], [-0.940, 1.851, -2.367], [-0.908, 3.062, -3.631], [1.163, 2.400, -4.186], [3.035, -0.250, -3.053], [4.458, 1.382, -3.832], [3.167, 2.552, -3.764], [3.779, 2.407, -6.046], [2.263, 1.535, -5.958], [5.026, 0.238, -6.000], [4.000, 0.466, -7.393], [3.407, -1.395, -5.031], [3.712, -1.826, -6.702], [2.222, -0.991, -6.267]],
  "relative_energy_kcal_mol": 5.6,
  "multiplicity": 1,
  "total_charge": 1,
  "energy_ha": -2570.56676,
  "homo_lumo_gap_ev": 7.9741
}

Entry 4:
{
  "formula": "C4H11NO",
  "method": "wB97M-V/def2-TZVPD",
  "symbols": ["C", "C", "C", "C", "O", "N", "H", "H", "H", "H", "H", "H", "H", "H", "H", "H", "H"],
  "coordinates": [[-1.317, 1.480, 0.327], [-0.567, 0.337, -0.320], [0.265, -0.525, 0.651], [1.589, -0.984, -0.016], [2.437, 0.164, 0.145], [-1.321, -0.330, -1.353], [-0.820, 1.721, 1.270], [-2.261, 1.026, 0.723], [-1.629, 2.276, -0.347], [0.312, 0.839, -0.816], [0.367, 0.021, 1.593], [-0.311, -1.428, 0.974], [2.077, -1.847, 0.411], [1.395, -1.064, -1.107], [3.310, -0.045, 0.509], [-1.205, -1.329, -1.492], [-2.320, -0.313, -1.153]],
  "relative_energy_kcal_mol": 36.6,
  "multiplicity": 1,
  "smiles": "C[C@H](N)CCO",
  "energy_ha": -288.95868,
  "homo_lumo_gap_ev": 9.9266
}

no.,LUMO level (hartree)
1,-0.255
2,-0.103
3,-0.101
4,0.036